# 1
Formula: C19H21N5O2W
Source: the Open Molecules 2025 dataset
Level of theory: ωB97M-V/def2-TZVPD

```
! wB97M-V def2-TZVPD RIJCOSX def2/J DEFGRID3
* xyz 4 3
N -0.30 -1.83 -0.28
C -0.77 -2.89 -0.40
C -1.14 -4.27 -0.27
H -0.26 -4.90 -0.47
H -1.92 -4.47 -1.00
H -1.50 -4.44 0.76
N -2.50 1.92 -0.80
C -3.34 2.72 -0.69
C -4.43 3.54 -0.25
H -5.33 3.22 -0.81
H -4.20 4.60 -0.50
H -4.59 3.42 0.84
N 1.67 0.62 -0.51
C 2.66 1.18 -0.78
C 3.97 1.76 -0.83
H 4.03 2.59 -0.12
H 4.15 2.12 -1.85
H 4.73 0.99 -0.59
W -0.83 0.57 -1.35
C -0.33 2.07 0.58
O -0.83 2.74 1.39
C -1.70 -0.09 0.78
O -2.42 -0.16 1.68
C -1.71 -0.72 -2.77
C -0.32 -0.91 -2.75
C 0.56 0.16 -2.88
C 0.09 1.47 -3.01
C -1.29 1.66 -3.08
C -2.19 0.58 -2.97
H -2.39 -1.55 -2.61
H 0.10 -1.91 -2.73
H 1.61 -0.07 -2.97
H 0.78 2.30 -3.05
H -1.64 2.68 -3.12
H -3.25 0.73 -2.90
N 2.41 1.02 2.65
C 2.05 -0.29 2.88
C 2.92 -1.17 3.59
C 2.48 -2.45 3.85
C 1.21 -2.83 3.40
C 0.43 -1.90 2.69
N 0.82 -0.64 2.46
H 1.89 1.51 1.94
H 3.41 1.22 2.72
H 3.89 -0.76 3.89
H 3.11 -3.15 4.39
H 0.79 -3.82 3.56
H -0.56 -2.16 2.29
*
```

Properties
- LUMO level (alpha / beta) (Eh) = -0.5484 / -0.5640
- E (Eh) = -1226.21160
- energy relative to the best compared isomer or geometry (same formula, charge and spin) (kcal per mole) = 11.7

=====

# 2
Formula: C19H21N5O5S
Source: the Open Molecules 2025 dataset
Level of theory: ωB97M-V/def2-TZVPD

```
! wB97M-V def2-TZVPD RIJCOSX def2/J DEFGRID3
* xyz 0 1
C 4.42 4.51 2.13
C 3.41 3.30 1.75
O 2.45 3.71 0.81
C 1.49 2.99 0.45
C 1.29 1.80 0.77
C 0.45 0.93 0.41
C -0.47 1.47 -0.33
N -1.37 0.63 -1.21
C -1.39 -0.10 -2.13
C -0.36 -0.20 -3.00
C 0.64 -1.23 -2.30
C 1.84 -1.09 -2.00
C 2.62 -2.01 -0.98
O 3.61 -1.74 -0.59
N 2.01 -3.18 -0.80
C 0.69 -3.54 -1.41
O 0.13 -4.54 -1.04
N 0.13 -2.48 -2.51
N -2.58 -0.74 -2.53
N -3.27 -0.66 -1.37
C -2.86 0.35 -0.59
S -3.13 0.64 0.95
C -2.46 -0.64 1.90
C -3.37 -1.19 3.10
C -2.20 -1.79 0.83
O -1.02 -2.03 0.64
O -3.12 -2.66 0.83
C -2.89 -3.67 -0.13
C -0.41 2.79 -1.02
C 0.62 3.60 -0.48
H 3.90 5.36 2.39
H 5.38 4.32 2.77
H 4.87 4.93 1.07
H 3.96 2.58 1.36
H 2.89 3.00 2.78
H 2.05 1.14 1.49
H 0.50 -0.11 0.52
H -0.47 -0.57 -3.97
H 0.26 0.68 -3.13
H 2.41 -0.13 -2.11
H 2.11 -3.76 -0.24
H -0.93 -2.69 -2.57
H -1.55 -0.25 2.48
H -3.66 -0.19 3.80
H -2.98 -1.88 3.73
H -4.20 -1.62 2.63
H -2.13 -4.11 -0.09
H -3.57 -4.46 0.32
H -3.35 -3.13 -1.07
H -0.96 3.08 -1.64
H 0.60 4.58 -0.66
*
```

Properties
- LUMO level (Eh) = 0.0138
- SMILES = CCOc1ccc(-n2c(Cc3cc(=O)[nH]c(=O)[nH]3)nnc2S[C@@H](C)C(=O)OC)cc1
- E (Eh) = -1784.24038
- energy relative to the best compared isomer or geometry (same formula, charge and spin) (kcal per mole) = 390.5

=====

# 3
Formula: C19H21N7O2
Source: the Open Molecules 2025 dataset
Level of theory: ωB97M-V/def2-TZVPD

```
! wB97M-V def2-TZVPD RIJCOSX def2/J DEFGRID3
* xyz 0 1
C -4.30 3.70 0.39
C -3.26 2.74 0.03
C -2.44 1.97 -0.36
C -1.47 1.02 -0.96
N -0.56 0.58 0.11
C -0.77 -0.59 0.81
O -1.84 -1.18 0.77
N 0.42 -1.09 1.31
C 0.62 -2.43 1.82
C -0.40 -3.14 2.52
C -0.24 -4.48 2.86
C 0.98 -5.14 2.65
O 1.14 -6.43 3.06
C 2.37 -7.07 2.72
N 1.98 -4.45 2.07
C 1.83 -3.17 1.66
C 1.39 -0.21 0.82
N 2.71 -0.27 0.98
C 3.48 0.71 0.51
N 3.03 1.80 -0.08
C 1.71 1.87 -0.19
N 1.20 3.05 -0.76
C 1.83 3.68 -1.93
C 2.61 4.96 -1.57
N 1.80 5.89 -0.76
C 1.23 5.21 0.43
C 0.41 3.93 0.13
C 0.82 0.86 0.19
H -5.23 3.31 -0.07
H -4.06 4.65 -0.04
H -4.41 3.79 1.47
H -0.94 1.46 -1.76
H -2.03 0.16 -1.33
H -1.36 -2.72 2.65
H -1.07 -4.96 3.36
H 3.19 -6.51 3.22
H 2.44 -8.09 3.04
H 2.52 -7.04 1.62
H 2.68 -2.71 1.13
H 4.54 0.54 0.56
H 2.48 2.93 -2.43
H 1.06 3.88 -2.65
H 3.53 4.69 -1.04
H 2.98 5.45 -2.46
H 1.09 6.37 -1.33
H 0.57 5.93 0.96
H 2.03 4.98 1.10
H -0.54 4.09 -0.41
H 0.18 3.42 1.08
*
```

Properties
- LUMO level (Eh) = 0.0225
- SMILES = CC#CCn1c(=O)n(-c2ccc(OC)nc2)c2ncnc(N3CCNCC3)c21
- E (Eh) = -1270.33080
- energy relative to the best compared isomer or geometry (same formula, charge and spin) (kcal per mole) = 101.4

=====

# 4
Formula: C19H21NO3S
Source: the Open Molecules 2025 dataset
Level of theory: ωB97M-V/def2-TZVPD

```
! wB97M-V def2-TZVPD RIJCOSX def2/J DEFGRID3
* xyz 0 1
C 2.30 -1.50 -3.05
C 1.51 -1.86 -1.84
C 0.46 -2.76 -1.89
C -0.27 -3.05 -0.75
C 0.01 -2.45 0.47
C -0.80 -2.74 1.69
C 1.09 -1.56 0.52
S 1.41 -0.81 2.10
C 2.97 0.11 1.86
C 2.84 1.28 0.92
O 3.71 1.64 0.17
O 1.66 1.88 1.06
C 1.32 2.93 0.15
C 0.26 2.50 -0.86
O -0.05 3.23 -1.78
N -0.26 1.28 -0.64
C -1.33 0.71 -1.44
C -2.57 0.52 -0.61
C -3.19 1.63 -0.05
C -4.31 1.47 0.75
C -4.82 0.20 0.99
C -4.20 -0.91 0.43
C -3.08 -0.74 -0.37
C 1.82 -1.27 -0.62
H 1.98 -2.08 -3.91
H 2.18 -0.44 -3.28
H 3.36 -1.67 -2.89
H 0.20 -3.23 -2.83
H -1.09 -3.76 -0.80
H -1.53 -3.52 1.49
H -0.15 -3.06 2.51
H -1.32 -1.84 2.02
H 3.21 0.47 2.86
H 3.76 -0.57 1.53
H 0.93 3.76 0.74
H 2.22 3.25 -0.39
H 0.00 0.78 0.19
H -0.99 -0.24 -1.86
H -1.51 1.42 -2.26
H -2.80 2.61 -0.24
H -4.80 2.33 1.18
H -5.69 0.07 1.61
H -4.59 -1.90 0.61
H -2.59 -1.60 -0.81
H 2.65 -0.58 -0.59
*
```

Properties
- LUMO level (Eh) = 0.0197
- SMILES = Cc1ccc(C)c(SCC(=O)OCC(=O)NCc2ccccc2)c1
- E (Eh) = -1415.32739
- energy relative to the best compared isomer or geometry (same formula, charge and spin) (kcal per mole) = 0.0

=====

# 5
Formula: C19H21NO5S2
Source: the Open Molecules 2025 dataset
Level of theory: ωB97M-V/def2-TZVPD

```
! wB97M-V def2-TZVPD RIJCOSX def2/J DEFGRID3
* xyz 0 1
C 3.89 0.70 4.50
O 3.69 0.01 3.21
C 3.15 -1.24 2.89
C 2.16 -0.79 1.50
C 2.94 -0.16 0.51
C 3.39 -0.89 -0.59
N 4.01 -0.35 -1.67
C 4.66 -1.21 -2.65
C 3.99 1.07 -1.88
C 1.24 0.05 2.31
C 0.19 -0.57 3.02
C -0.77 0.16 3.71
C -0.77 1.55 3.62
C 0.31 2.17 2.98
C 1.39 1.42 2.47
S 4.45 -2.38 2.37
O 3.83 -3.13 1.31
O 5.75 -1.77 2.17
C 4.58 -3.51 3.74
C 5.47 -4.60 3.76
C 5.29 -5.58 4.73
C 4.21 -5.50 5.66
C 3.32 -4.43 5.63
C 3.57 -3.42 4.69
S 2.28 -2.19 4.22
O 1.78 -1.37 5.31
O 1.38 -3.10 3.50
H 4.55 1.50 4.15
H 2.95 1.14 4.85
H 4.42 0.02 5.17
H 1.79 -1.80 1.26
H 3.25 0.91 0.62
H 3.40 -1.97 -0.60
H 5.20 -0.55 -3.36
H 5.37 -1.91 -2.19
H 3.89 -1.79 -3.18
H 4.56 1.27 -2.82
H 2.93 1.37 -1.97
H 4.45 1.59 -1.03
H 0.07 -1.65 2.96
H -1.52 -0.39 4.33
H -1.62 2.11 3.98
H 0.30 3.25 2.91
H 2.26 1.98 2.14
H 6.29 -4.65 3.05
H 5.98 -6.44 4.77
H 4.06 -6.28 6.41
H 2.49 -4.32 6.33
*
```

Properties
- LUMO level (Eh) = 0.0143
- SMILES = COC1([C@H](/C=C/N(C)C)c2ccccc2)S(=O)(=O)c2ccccc2S1(=O)=O
- E (Eh) = -1963.76701
- energy relative to the best compared isomer or geometry (same formula, charge and spin) (kcal per mole) = 41.2

=====

# 6
Formula: C19H21O2Pb
Source: the Open Molecules 2025 dataset
Level of theory: ωB97M-V/def2-TZVPD

```
! wB97M-V def2-TZVPD RIJCOSX def2/J DEFGRID3
* xyz -1 1
C 1.20 3.56 -1.05
C 0.92 3.10 0.29
C 1.72 1.98 0.54
H 0.29 3.61 1.03
C 2.43 1.66 -0.63
C 2.06 2.54 -1.65
H 2.41 2.55 -2.68
H 1.08 4.59 -1.41
H 1.82 1.47 1.50
H 3.21 0.88 -0.72
C -2.13 0.65 1.42
C -2.29 2.00 1.45
C -2.86 2.46 0.12
H -2.09 2.69 2.26
C -2.86 1.18 -0.69
C -2.49 0.14 0.12
H -2.47 -0.92 -0.15
H -1.79 0.01 2.24
H -3.85 2.93 0.28
H -3.20 1.15 -1.72
Pb -0.62 2.54 -2.23
O 0.32 -1.34 0.79
C 1.37 -1.61 1.76
C 1.47 -2.02 0.31
H 1.95 -0.76 2.11
H 1.11 -2.39 2.49
H 2.14 -1.42 -0.32
H 3.05 -3.52 -1.22
C 2.18 -4.10 -0.89
C 1.28 -3.44 -0.04
C 0.22 -4.17 0.54
H -0.41 -3.71 1.30
C -0.02 -5.47 0.12
H -0.88 -6.01 0.53
C 0.84 -6.11 -0.78
H 0.67 -7.14 -1.08
C 1.96 -5.42 -1.27
H 2.68 -5.91 -1.91
C -2.08 4.82 -0.12
O -2.06 3.46 -0.58
H -2.62 4.89 0.83
H -2.59 5.43 -0.89
H -1.05 5.16 0.00
*
```

Properties
- LUMO level (alpha / beta) (Eh) = 0.0996 / 0.0996
- E (Eh) = -1079.72229
- energy relative to the best compared isomer or geometry (same formula, charge and spin) (kcal per mole) = 0.0

=====

What is the formula in the second record? C19H21N5O5S